[1]
Density functional theory data (wB97M-V/def2-TZVPD) for a structure of composition C3H8ClN in a non-equilibrium geometry.

Atoms and positions in Å:
C (1.3987, -0.0907, -0.9565)
C (0.7380, 0.1994, 0.3711)
C (-0.7359, -0.3804, 0.7063)
H (0.3923, -0.3403, -1.9112)
H (2.1156, 1.0751, -0.8796)
H (2.3407, -1.2702, -0.8679)
H (1.1339, -0.3875, 1.1791)
H (-0.9618, -0.3034, 1.8547)
H (-0.7173, -1.5166, 0.4267)
H (-2.0768, 1.0979, 0.1882)
H (-2.1660, -0.0531, -0.9258)
N (-2.0943, 0.1405, 0.0862)
Cl (0.6328, 1.8293, 0.7287)

HOMO level: -0.3525 Eh
M: 93.6 g/mol
Spin multiplicity: 1
HOMO-LUMO gap: 10.157 eV
Calculated total energy: -633.8695 Ha

[2]
Density functional theory data (wB97M-V/def2-TZVPD) for an isolated molecule of C3H8ClN in a non-equilibrium geometry.

Atoms and positions in Å:
C (1.5320, 0.4787, -0.0352)
C (0.1097, 0.8562, 0.3590)
C (-0.9717, -0.1633, -0.4699)
N (-0.6954, -1.5212, -0.1757)
Cl (-2.6821, 0.4129, -0.0287)
H (2.2404, 0.8185, 0.8188)
H (1.4527, -0.5946, -0.0627)
H (1.8279, 0.8318, -1.0663)
H (0.1426, 0.7051, 1.4747)
H (-0.1552, 1.8363, -0.0519)
H (-1.0531, 0.1008, -1.5052)
H (-0.3639, -1.5457, 0.7596)
H (-1.3841, -2.2152, -0.0166)

SMILES: CC[C@@H](N)Cl
HOMO level: -0.3668 Eh
M: 93.6 g/mol
Spin multiplicity: 1
HOMO-LUMO gap: 11.041 eV
Calculated total energy: -634.0150 Ha

[3]
Density functional theory data (wB97M-V/def2-TZVPD) for the ion C3H8ClN2 with charge +1 in a non-equilibrium geometry.

Atoms and positions in Å:
C (-0.4557, 1.7817, -0.3989)
C (0.1782, -2.0948, 0.2659)
C (-0.7297, 0.3210, -0.3026)
N (1.3488, -0.3650, -0.9161)
N (0.2957, -0.6066, -0.3136)
Cl (-2.3385, -0.2715, 0.0035)
H (-0.4216, 1.9706, -1.5065)
H (0.5818, 1.9208, -0.0313)
H (-1.0774, 2.5434, -0.0825)
H (-0.7198, -2.6913, 0.0287)
H (0.1952, -2.0567, 1.3804)
H (1.0293, -2.8229, -0.0472)
H (-3.2282, -0.0388, 1.0879)
H (1.6584, 0.6575, -1.1087)

HOMO level (spin up / spin down): -0.4797 / -0.4796 Eh
M: 107.6 g/mol
Total charge: +1
Spin multiplicity: 1
HOMO-LUMO gap (spin up / spin down): 7.831 / 7.831 eV
Calculated total energy: -688.3209 Ha

[4]
Density functional theory data (wB97M-V/def2-TZVPD) for a cluster of 2 separate species, C3H8ClN2 in total in a non-equilibrium geometry.

Atoms and positions in Å:
C (0.1025, 0.3849, -0.0802)
C (-1.4782, 0.8347, 1.6374)
C (1.3240, -1.3404, -1.1851)
N (-0.7283, 1.1535, 0.4993)
N (0.8266, -0.6598, -0.0139)
Cl (0.3560, 1.0719, -3.0195)
H (-2.2819, 1.5518, 1.7878)
H (-1.8860, -0.1299, 1.6410)
H (-0.9487, 1.0283, 2.5024)
H (0.6530, -1.5973, -1.9601)
H (1.7714, -2.2900, -0.8620)
H (2.1498, -0.8301, -1.6135)
H (-0.9808, 1.8656, -0.2144)
H (1.1205, -1.0433, 0.8808)

HOMO level (spin up / spin down): -0.5712 / -0.5397 Eh
M: 107.6 g/mol
Total charge: +1
Spin multiplicity: 1
HOMO-LUMO gap (spin up / spin down): 9.437 / 7.273 eV
Calculated total energy: -688.4050 Ha

> Which formula does entry 1 have?

C3H8ClN